Entry 1:
Entry from OMol25: C4H8O4 as an isolated structure in a non-equilibrium geometry (ωB97M-V with the def2-TZVPD basis set).

Geometry as XYZ:
```
16
Properties=species:S:1:pos:R:3:forces:R:3
C -1.197368 0.666233 -0.584664 -0.2149 -1.1556 -0.1894
C 1.116150 1.019312 1.107929 -0.4710 0.1012 -0.0020
C 1.014291 0.509083 -0.282985 1.5931 -0.8943 -0.5718
O 1.568404 0.750066 -1.291077 -0.9675 -0.3594 0.9730
H 0.918104 2.091408 1.091816 0.0262 -0.0627 -0.0217
H -0.810827 1.678609 -0.727873 0.2768 -0.1578 -0.0050
H -1.663865 0.564646 0.392612 -0.0110 0.0217 0.0129
H -1.965154 0.563718 -1.352272 -0.1246 0.0222 0.0502
H 2.139964 0.842276 1.443073 -0.0508 -0.0562 -0.1206
H 0.423111 0.511214 1.769721 0.0372 0.0021 -0.0374
C -0.657735 -1.105255 -0.978732 -0.6321 1.3000 0.4597
O 0.814262 -1.278985 -0.155988 0.0910 0.8560 0.4018
O 0.472227 -1.758960 1.154748 0.0781 0.3944 -0.8431
O -1.469214 -1.888686 -0.529864 0.2293 0.1125 -0.1394
H -0.415167 -2.146334 0.948392 -0.0301 0.0772 -0.0496
H -0.287184 -1.018345 -2.004835 0.1703 -0.2011 0.0822
```
Forces are in eV/Å.

Computed properties:
- Max |F|: 1.91 eV/A
- Energy: -12461.510 eV
- Orbital gap: 0.3462 hartree
- Energy above the lowest of the compared OMol25 structures with the same formula, charge and spin: 7.650 eV

Here is what Löwdin gives for the atomic charges, in e: -0.02 0.01 -0.36 0.18 0.11 0.06 0.06 0.07 0.11 0.09 -0.36 -0.15 -0.01 -0.01 0.09 0.14

=====

Entry 2:
Entry from OMol25: a 2-piece molecular cluster, C4H8O5 overall in a non-equilibrium geometry (ωB97M-V with the def2-TZVPD basis set).

Geometry as XYZ:
```
17
Properties=species:S:1:pos:R:3:forces:R:3
O -2.227077 0.024829 -0.563478 -0.1726 0.1256 0.2587
C -1.017478 0.170531 -0.470130 0.7167 0.0407 -1.8758
C -0.448427 1.531304 -0.003468 -0.6865 -0.3505 0.6416
O -0.769025 2.469597 -0.992986 0.2301 0.0883 0.0218
O 0.952171 1.530890 0.141594 0.1104 0.1897 -0.2960
H -0.306162 -0.317021 -1.224099 -0.7196 0.6137 0.3275
H -0.900086 1.808586 0.963420 0.1089 -0.0506 -0.1751
H -1.701107 2.356527 -1.220954 0.0102 -0.0978 0.0013
H 1.291113 2.084128 -0.577972 0.0083 -0.0975 0.1090
C -0.295485 -1.076725 1.048030 0.9504 -0.6593 -0.1334
C 0.733438 -1.613704 0.311406 0.2933 -0.1251 1.9671
O 0.660717 -2.840832 -0.203029 -0.0085 0.5213 -0.2121
O 1.925685 -1.026238 0.141344 -0.5350 -0.3807 -0.3926
H -1.147432 -1.702413 1.243272 -0.1593 -0.0013 -0.1193
H -0.067926 -0.298459 1.756577 0.0856 0.0809 0.0082
H 1.475297 -3.030579 -0.689768 -0.0367 0.0860 -0.0547
H 1.841783 -0.070421 0.340241 -0.1955 0.0168 -0.0763
```
Forces are in eV/Å.

Computed properties:
- Max |F|: 2.01 eV/A
- Energy: -14513.243 eV
- Orbital gap: 0.3346 hartree
- Energy above the lowest of the compared OMol25 structures with the same formula, charge and spin: 2.553 eV

Here is what Löwdin gives for the atomic charges, in e: -0.01 -0.36 -0.42 0.03 -0.01 0.14 0.16 0.11 0.12 0.03 -0.49 0.14 0.11 0.11 0.10 0.14 0.10

=====

Entry 3:
Entry from OMol25: C4H8OS in the gas phase in a non-equilibrium geometry (ωB97M-V with the def2-TZVPD basis set).

Geometry as XYZ:
```
14
Properties=species:S:1:pos:R:3:forces:R:3
O -1.381586 -1.082011 1.380033 0.1985 -1.3084 0.8413
C -1.506489 -0.873932 0.011051 -0.6740 0.6964 -1.7018
C -1.217602 0.605605 -0.245121 -0.2723 -0.2759 -0.4963
C 0.211832 0.974602 0.157738 0.0082 0.8288 -1.7389
C 1.142293 0.010039 0.747421 -0.1047 0.3377 -0.9639
S 1.513630 0.346588 -1.068536 -0.2989 -0.0890 1.2968
H -1.165052 -2.022854 1.446767 -0.2071 0.2415 0.6201
H -2.540422 -1.116677 -0.295921 0.2841 0.1753 -0.1185
H -0.842260 -1.511917 -0.620337 -0.1499 0.3730 0.5673
H -1.385163 0.824605 -1.326517 0.2274 -0.1008 0.7557
H -1.971092 1.206065 0.293804 0.4405 -0.1713 0.0917
H 0.382098 2.063987 0.208275 -0.0282 -0.7514 0.6343
H 1.877128 0.340337 1.471202 0.0174 -0.1162 -0.1314
H 0.699178 -0.970749 0.852503 0.5589 0.1604 0.3437
```
Forces are in eV/Å.

Computed properties:
- Max |F|: 1.96 eV/A
- Energy: -17159.250 eV
- Orbital gap: 0.3453 hartree
- Energy above the lowest of the compared OMol25 structures with the same formula, charge and spin: 1.201 eV

Here is what Löwdin gives for the atomic charges, in e: -0.08 -0.32 -0.21 -0.54 -0.39 0.73 0.10 0.12 0.12 0.12 0.12 0.10 0.08 0.05

=====

Entry 4:
Entry from OMol25: a 2-piece molecular cluster, C4H8OS overall in a non-equilibrium geometry (ωB97M-V with the def2-TZVPD basis set).

Geometry as XYZ:
```
14
Properties=species:S:1:pos:R:3:forces:R:3
C -0.213668 1.188628 0.918170 0.2040 0.0775 0.5517
C 0.093065 0.093526 -0.013664 1.1832 -0.5314 0.1790
C 1.047313 0.315242 -1.172854 -0.2520 0.0596 0.1441
C -0.016129 -1.330896 0.476326 -0.2219 0.2812 -0.0694
O -1.109024 0.822107 -0.115797 -1.5600 0.0379 -0.8103
S -3.158181 -0.271692 -0.174311 0.4787 0.2982 0.1284
H -0.561488 0.959083 1.917621 0.0148 -0.0636 0.0563
H 0.228195 2.170456 0.790885 0.0181 -0.0202 -0.0631
H 1.576535 1.259862 -1.078499 0.0424 0.0634 -0.0348
H 0.474171 0.337718 -2.097420 -0.0125 -0.0640 -0.0976
H 1.770458 -0.493917 -1.234365 0.0703 -0.0061 0.0155
H 0.948108 -1.666006 0.851527 0.0919 -0.0043 0.0162
H -0.324437 -1.982361 -0.338382 -0.0153 -0.0744 -0.0607
H -0.754920 -1.401752 1.270767 -0.0418 -0.0540 0.0448
```
Forces are in eV/Å.

Computed properties:
- Max |F|: 1.76 eV/A
- Energy: -17156.579 eV
- Orbital gap (alpha / beta): 0.2774 / 0.2779 hartree
- Energy above the lowest of the compared OMol25 structures with the same formula, charge and spin: 3.871 eV

Here is what Löwdin gives for the atomic charges, in e: -0.07 -0.56 0.00 -0.05 -0.32 0.24 0.12 0.12 0.08 0.09 0.08 0.09 0.08 0.07

=====

Entry 5:
Entry from OMol25: a 2-piece molecular cluster, C4H8OS overall in a non-equilibrium geometry (ωB97M-V with the def2-TZVPD basis set).

Geometry as XYZ:
```
14
Properties=species:S:1:pos:R:3:forces:R:3
C -3.152034 -0.154205 -0.352702 -1.2761 0.1504 1.2951
S -1.921176 0.410959 0.626808 -0.6458 -1.8696 -2.1819
C -0.386935 0.653898 0.031178 -3.1516 0.5522 0.2400
O -2.013870 -0.283642 1.866200 0.4157 -0.3012 2.1653
H -3.909217 -0.716206 0.324455 1.5768 1.1345 -1.0589
H -3.644007 0.368051 -1.174168 0.7748 0.0990 0.0681
H -0.447724 1.366928 -0.735635 0.0940 0.7121 -1.5470
H 0.367115 0.869577 0.708534 0.7240 0.4204 1.8713
C 2.067139 -0.147082 -0.647530 2.8421 0.5180 1.1647
C 2.941881 -0.834395 0.177952 -2.1180 1.4434 -1.8550
H 0.981185 -0.057879 -0.627965 0.7131 -1.8525 -0.3478
H 2.430323 0.738262 -1.248756 0.1979 -1.1816 0.5887
H 2.707543 -1.648079 0.851523 -0.5548 0.0554 -0.0796
H 3.979781 -0.566181 0.200111 0.4078 0.1195 -0.3231
```
Forces are in eV/Å.

Computed properties:
- Max |F|: 3.21 eV/A
- Energy: -17153.755 eV
- Orbital gap (alpha / beta): 0.2752 / 0.2751 hartree
- Energy above the lowest of the compared OMol25 structures with the same formula, charge and spin: 6.695 eV

Here is what Löwdin gives for the atomic charges, in e: -0.23 0.81 -0.27 -0.41 0.06 0.01 0.03 0.02 -0.07 -0.04 -0.05 0.07 0.04 0.03

=====

Entry 6:
Entry from OMol25: C4H8OS as an isolated structure in a non-equilibrium geometry (ωB97M-V with the def2-TZVPD basis set).

Geometry as XYZ:
```
14
Properties=species:S:1:pos:R:3:forces:R:3
C -0.063992 0.285531 1.851678 -0.5675 -0.5485 1.4504
C 0.390284 -0.408480 0.501689 -2.8763 -1.2274 1.8258
C -0.592350 -0.343742 -0.639608 -1.0044 -2.2984 0.9082
C -0.111807 0.030617 -1.973626 -4.5005 -1.1536 -0.8956
H 0.314901 1.594548 2.090302 -0.8320 -4.6555 -0.9227
H 0.496659 -0.683949 2.512675 -1.9169 3.8357 -0.5219
H -1.284372 0.295896 1.936228 3.0879 -0.2731 0.1783
H 0.510899 -1.465143 0.678103 -0.1775 -0.7261 0.6040
H 1.245581 0.932247 -0.504678 1.8405 -2.9209 2.9094
H -1.433370 -1.163844 -0.738746 1.3486 2.0788 0.9727
H -1.070872 -0.326523 -2.492294 2.3047 0.5806 -0.9434
H 0.827074 -0.119361 -2.420722 1.1503 0.3023 -0.1559
O 1.576188 0.019398 0.166702 2.4692 5.2097 -4.4391
S -0.804824 1.352803 -0.967704 -0.3264 1.7964 -0.9703
```
Forces are in eV/Å.

Computed properties:
- Max |F|: 7.28 eV/A
- Energy: -17155.453 eV
- Orbital gap: 0.3728 hartree
- Energy above the lowest of the compared OMol25 structures with the same formula, charge and spin: 4.997 eV

Here is what Löwdin gives for the atomic charges, in e: -0.09 -0.72 -0.62 -0.39 0.17 0.14 0.09 0.12 0.16 0.17 0.09 0.08 -0.11 0.91

=====

Entry 7:
Entry from OMol25: a 2-piece molecular cluster, C4H8OS overall in a non-equilibrium geometry (ωB97M-V with the def2-TZVPD basis set).

Geometry as XYZ:
```
14
Properties=species:S:1:pos:R:3:forces:R:3
O -2.816068 -0.834911 0.754809 -0.0483 -0.2691 0.0220
C -2.534973 0.015158 -0.040705 -0.0529 0.2938 -0.0948
C -1.312552 0.889286 0.118753 0.6583 -0.9233 0.7781
C -0.000436 0.233418 -0.365226 -1.1527 3.6219 -0.6241
C 1.237621 0.469979 0.406648 0.7775 -2.0095 0.1159
S 2.627978 -0.342345 -0.374907 -0.2663 0.0996 0.1829
H -3.185341 0.219908 -0.909448 -0.0109 -0.0698 -0.0917
H -1.469448 1.870585 -0.321926 0.1118 0.0046 -0.1818
H -1.149274 0.967354 1.187978 -0.3626 0.3457 0.3388
H 0.198882 0.586654 -1.376111 -0.0601 -0.9106 -0.4000
H -0.087146 -0.994602 -0.464087 -0.1440 -0.5037 0.1419
H 1.420729 1.551676 0.377421 -0.1159 0.1248 -0.3963
H 1.176066 0.188388 1.454798 -0.2344 0.0587 0.1858
H -0.083224 -1.818895 -0.751019 0.9005 0.1368 0.0233
```
Forces are in eV/Å.

Computed properties:
- Max |F|: 3.85 eV/A
- Energy: -17154.689 eV
- Orbital gap: 0.2049 hartree
- Energy above the lowest of the compared OMol25 structures with the same formula, charge and spin: 5.761 eV

Here is what Löwdin gives for the atomic charges, in e: 0.07 -0.27 -0.13 -0.30 -0.74 0.45 0.12 0.12 0.12 0.11 0.01 0.11 0.07 0.27

=====

Entry 8:
Entry from OMol25: C4H8OSi in the gas phase in a non-equilibrium geometry (ωB97M-V with the def2-TZVPD basis set).

Geometry as XYZ:
```
14
Properties=species:S:1:pos:R:3:forces:R:3
C -1.278216 0.019698 -0.056644 -5.7627 -0.9175 0.0950
C -0.461210 1.178602 -0.287334 0.8268 1.1408 -0.9092
C 0.842659 0.883097 0.425028 0.2580 -1.2344 -1.4464
C 1.218932 -0.616214 0.032472 -0.1595 0.8600 2.0726
O -2.987490 0.124226 -0.014741 5.4023 -0.1308 -0.2501
Si -0.403910 -1.662751 0.039262 -0.3509 2.4931 -0.9642
H -0.296463 1.411698 -1.328887 0.4349 -0.8729 -1.2291
H -0.739406 2.176456 -0.104153 -1.4115 1.1400 1.5108
H 1.695547 1.525963 0.029768 -1.1263 -0.4822 1.1755
H 0.560217 0.898341 1.480216 0.9197 0.4308 0.1055
H 1.594404 -0.565822 -0.952137 0.4743 -0.2469 -1.3077
H 2.056707 -0.772972 0.712837 -0.0188 -1.0196 -0.1922
H -1.082620 -2.130655 1.195940 0.1152 -1.0641 1.0860
H -0.719157 -2.469664 -1.171628 0.3984 -0.0962 0.2536
```
Forces are in eV/Å.

Computed properties:
- Max |F|: 5.84 eV/A
- Energy: -14196.555 eV
- Multiplicity: 3
- Orbital gap (alpha / beta): 0.3184 / 0.3511 hartree
- Energy above the lowest of the compared OMol25 structures with the same formula, charge and spin: 1.659 eV

Here is what Löwdin gives for the atomic charges, in e: -0.24 -0.31 -0.24 -0.29 -0.10 0.72 0.11 0.10 0.13 0.11 0.04 0.06 -0.06 -0.04

=====

> Among the records above, which one has the lowest max |F|?

number 4